Entry 1:
{"formula": "C28H49BrNOP3Tc", "method": "ωB97M-V/def2-TZVPD", "elements": ["N", "C", "C", "C", "C", "C", "C", "Tc", "P", "C", "C", "C", "C", "C", "C", "C", "Br", "H", "H", "H", "H", "H", "H", "H", "H", "H", "H", "P", "C", "C", "H", "H", "H", "H", "H", "C", "C", "H", "H", "H", "H", "H", "C", "C", "H", "H", "H", "H", "H", "C", "C", "H", "H", "H", "H", "H", "C", "C", "H", "H", "H", "H", "H", "C", "C", "H", "H", "H", "H", "H", "C", "P", "C", "C", "O", "H", "H", "H", "H", "H", "H", "H", "H", "H"], "coordinates": [[5.494, -4.367, 1.966], [5.129, -3.388, 2.793], [4.208, -2.405, 2.394], [3.520, -2.566, 1.166], [3.978, -3.554, 0.283], [4.967, -4.450, 0.748], [2.202, -1.837, 0.973], [1.013, -0.920, -0.460], [-2.074, -0.801, -2.424], [1.110, -2.704, 0.373], [-0.122, -3.018, 1.190], [-1.178, -3.724, 0.583], [-2.398, -3.830, 1.236], [-2.541, -3.280, 2.530], [-1.428, -2.744, 3.199], [-0.204, -2.670, 2.542], [-4.193, -3.199, 3.317], [2.044, -1.279, 1.909], [1.460, -3.581, -0.198], [3.986, -1.578, 3.056], [3.585, -3.669, -0.731], [5.559, -3.367, 3.801], [5.303, -5.266, 0.097], [-1.015, -4.143, -0.404], [0.695, -2.337, 3.067], [-3.240, -4.282, 0.730], [-1.529, -2.346, 4.206], [2.510, -0.684, -2.044], [-3.327, -1.918, -1.706], [-4.761, -1.623, -2.212], [-3.298, -1.829, -0.608], [-3.053, -2.956, -1.966], [-5.466, -2.162, -1.569], [-4.996, -0.556, -2.162], [-4.904, -1.955, -3.248], [-0.929, -1.821, -3.355], [-1.559, -2.355, -4.654], [-0.598, -2.632, -2.690], [-0.065, -1.184, -3.610], [-0.783, -2.699, -5.345], [-2.222, -3.203, -4.456], [-2.137, -1.579, -5.167], [-1.674, 0.426, -1.196], [-2.470, 1.727, -1.444], [-0.578, 0.649, -1.226], [-1.939, -0.033, -0.229], [-1.949, 2.585, -1.008], [-2.571, 1.917, -2.520], [-3.476, 1.677, -1.009], [2.181, 0.978, -2.782], [3.389, 1.730, -3.332], [1.686, 1.568, -1.993], [1.434, 0.819, -3.576], [4.087, 2.033, -2.542], [3.938, 1.133, -4.070], [3.037, 2.640, -3.836], [2.280, -1.801, -3.505], [3.519, -2.465, -4.104], [1.774, -1.217, -4.294], [1.567, -2.567, -3.159], [4.227, -1.711, -4.467], [4.030, -3.123, -3.389], [3.213, -3.076, -4.966], [4.307, -0.770, -1.693], [4.840, 0.240, -0.665], [4.835, -0.646, -2.658], [4.506, -1.789, -1.333], [5.354, -0.280, 0.154], [5.561, 0.919, -1.144], [4.063, 0.865, -0.210], [-1.556, 1.795, 1.966], [0.189, 1.417, 2.074], [1.212, 2.868, 1.839], [0.477, 0.748, 3.716], [0.540, 0.425, 0.964], [-1.741, 2.721, 2.523], [-2.121, 0.977, 2.429], [-1.885, 1.912, 0.927], [0.904, 3.653, 2.543], [2.263, 2.603, 2.026], [1.116, 3.243, 0.811], [-0.050, -0.199, 3.875], [1.551, 0.611, 3.890], [0.092, 1.478, 4.440]], "forces_ev_per_a": [[-2.61, 2.77, -1.24], [0.88, -0.09, 1.17], [-0.10, -1.04, -1.01], [0.03, 0.33, -0.29], [0.81, -0.33, 1.16], [0.40, -1.32, -0.96], [0.39, -1.65, 0.04], [-2.21, 0.54, 2.48], [-1.94, -1.61, -0.08], [0.78, -0.91, 2.83], [0.63, -0.06, -0.78], [-0.15, 0.72, 0.34], [0.37, 0.22, 0.27], [0.81, 0.07, -0.77], [0.28, -0.10, -0.28], [-0.34, 0.44, 0.04], [-0.70, -0.09, 0.35], [-0.58, -0.23, -0.63], [-0.09, 0.56, -0.25], [0.03, -0.23, 0.24], [0.24, -0.26, 0.44], [0.01, -0.02, -0.29], [0.01, 0.22, 0.26], [-0.22, -0.02, -0.09], [-0.48, 0.08, -0.12], [-0.06, -0.16, 0.19], [-0.04, -0.34, -0.06], [3.14, 1.24, -2.72], [-0.39, -0.07, -0.24], [-0.12, -0.05, 0.01], [0.15, 0.11, -0.32], [0.03, 0.41, 0.04], [0.09, 0.13, -0.24], [-0.04, -0.15, 0.05], [0.07, 0.07, 0.27], [1.03, 0.83, -0.23], [-0.44, -0.19, -0.13], [-0.01, -0.01, -0.06], [-0.38, -0.28, 0.14], [-0.04, 0.05, 0.22], [0.08, 0.17, -0.03], [0.15, -0.13, 0.07], [0.87, 0.25, 0.39], [-0.12, 0.34, -0.30], [-0.51, 0.12, -0.07], [0.28, 0.19, -0.24], [-0.12, -0.15, -0.11], [0.00, 0.10, 0.28], [0.26, -0.10, -0.13], [-0.49, 0.22, 0.53], [0.30, 0.15, -0.13], [0.10, 0.15, -0.23], [0.11, 0.00, 0.25], [-0.22, -0.08, -0.21], [-0.12, 0.13, 0.10], [0.12, -0.24, 0.13], [-0.63, -0.70, 0.12], [0.32, -0.02, 0.02], [0.16, -0.12, 0.44], [0.23, -0.05, -0.42], [-0.11, -0.28, 0.04], [-0.08, 0.17, -0.23], [0.06, 0.19, 0.30], [0.03, -0.05, 0.07], [0.19, 0.23, 0.16], [-0.36, -0.17, 0.44], [0.00, 0.26, -0.39], [-0.06, 0.20, -0.23], [-0.22, -0.25, 0.29], [0.01, -0.05, -0.06], [-0.03, 0.01, 0.05], [-0.07, 0.83, 0.81], [-0.08, 0.03, 0.12], [0.10, 0.08, -0.09], [0.68, -1.33, -1.76], [-0.13, -0.14, -0.09], [0.05, 0.16, -0.03], [0.18, 0.16, 0.44], [0.16, -0.09, -0.15], [-0.27, 0.10, 0.00], [-0.06, -0.06, 0.26], [0.04, 0.23, -0.15], [-0.20, 0.07, 0.02], [0.14, -0.10, -0.05]], "relative_energy_ev": 0.640, "multiplicity": 4, "total_charge": 4}

Entry 2:
{"formula": "C28H49F10I2O9PS2", "method": "ωB97M-V/def2-TZVPD", "elements": ["C", "C", "C", "C", "F", "O", "C", "C", "C", "O", "C", "C", "F", "F", "C", "F", "F", "C", "F", "F", "C", "F", "F", "C", "O", "C", "C", "O", "C", "C", "C", "C", "S", "O", "O", "O", "C", "I", "C", "C", "I", "P", "S", "C", "C", "F", "H", "H", "H", "H", "H", "H", "H", "H", "H", "H", "H", "H", "H", "H", "H", "H", "H", "H", "H", "H", "H", "H", "H", "H", "H", "H", "H", "H", "H", "H", "H", "H", "H", "H", "H", "H", "H", "C", "C", "O", "H", "H", "H", "H", "H", "H", "C", "C", "O", "H", "H", "H", "H", "H", "H"], "coordinates": [[-5.759, 2.196, -3.904], [-4.410, 2.723, -4.003], [-3.323, 2.247, -2.910], [-2.019, 1.750, -3.647], [-1.788, 2.775, -4.657], [-0.807, 1.548, -3.040], [-0.547, 1.365, -1.671], [-1.003, 2.508, -0.646], [-0.464, 2.337, 0.841], [-1.026, 3.418, 1.670], [-1.223, 2.966, 3.017], [-2.752, 2.591, 3.345], [-2.864, 1.194, 3.407], [-3.514, 3.031, 2.230], [-3.357, 3.348, 4.604], [-4.764, 3.254, 4.597], [-3.090, 4.726, 4.406], [-2.720, 2.956, 6.006], [-1.355, 3.266, 6.079], [-3.344, 3.766, 6.988], [-2.950, 1.454, 6.473], [-1.906, 0.600, 6.040], [-4.173, 0.909, 6.079], [1.078, 1.557, -1.664], [1.768, 0.813, -0.669], [3.073, 1.363, -0.383], [-0.770, -0.138, -1.092], [-0.068, -1.128, -1.875], [-0.018, -2.431, -1.256], [-0.466, -3.476, -2.407], [-2.039, -3.841, -2.324], [-2.327, -5.327, -2.901], [-3.609, -6.185, -1.848], [-4.929, -5.563, -2.172], [-3.619, -7.653, -2.142], [-3.316, -6.023, -0.217], [1.515, -2.730, -0.891], [2.753, -3.197, -2.663], [1.736, -3.749, 0.315], [2.006, -2.953, 1.694], [0.225, -5.277, 0.581], [-2.613, -0.620, -0.958], [-3.590, 0.458, 0.379], [-2.474, 0.479, -4.569], [-1.350, -0.623, -4.743], [-2.769, 0.932, -5.914], [-6.096, 1.215, -4.357], [-6.519, 2.856, -3.364], [-4.178, 3.453, -4.833], [-3.063, 3.220, -2.364], [-3.872, 1.502, -2.266], [-2.114, 2.672, -0.558], [-0.562, 3.487, -1.047], [0.659, 2.415, 0.954], [-0.898, 1.375, 1.287], [-0.865, 3.818, 3.693], [-0.591, 2.065, 3.297], [-2.948, 1.451, 7.615], [1.336, 2.667, -1.515], [1.525, 1.288, -2.685], [3.816, 1.226, -1.246], [3.501, 0.803, 0.510], [3.043, 2.473, -0.157], [-0.399, -0.234, -0.010], [-0.609, -2.544, -0.299], [0.062, -4.485, -2.286], [-0.179, -3.074, -3.424], [-2.680, -3.066, -2.839], [-2.252, -3.929, -1.201], [-2.680, -5.326, -3.973], [-1.381, -5.959, -2.776], [-3.693, -5.156, 0.071], [1.944, -1.727, -0.536], [2.722, -4.290, 0.107], [1.159, -2.257, 1.975], [2.963, -2.340, 1.544], [2.265, -3.709, 2.507], [-3.283, -0.659, -2.218], [-2.685, -1.965, -0.433], [-3.473, 0.059, -4.200], [-1.548, -1.442, -3.990], [-0.291, -0.235, -4.762], [-1.529, -1.097, -5.772], [7.760, 2.214, 0.779], [6.515, 1.705, 0.080], [5.375, 2.447, 0.503], [7.652, 2.132, 1.863], [8.641, 1.648, 0.469], [7.925, 3.272, 0.554], [6.340, 0.656, 0.325], [6.613, 1.796, -1.006], [5.529, 3.372, 0.277], [5.485, 0.134, 4.097], [5.232, -1.184, 3.392], [6.015, -1.273, 2.208], [5.245, 0.973, 3.439], [4.881, 0.214, 5.004], [6.540, 0.232, 4.368], [4.183, -1.268, 3.103], [5.482, -2.028, 4.042], [6.943, -1.208, 2.467]], "forces_ev_per_a": [[0.92, 1.12, 0.10], [-1.09, -1.36, 0.70], [0.23, 0.35, -2.14], [-2.37, 0.13, -2.33], [0.35, -1.03, 1.81], [-0.42, -0.07, 0.29], [2.80, -0.26, 2.47], [-0.22, 1.01, 0.07], [-0.81, -0.36, 0.18], [0.12, -1.52, 0.51], [0.54, 0.83, 0.87], [0.19, 0.26, -2.34], [-0.26, 2.20, 0.44], [0.93, -0.88, 2.26], [-0.84, 1.45, -0.77], [2.84, -0.25, 0.45], [-0.23, -2.35, 0.38], [-0.52, 0.64, 1.05], [-2.30, -0.69, -0.51], [0.93, -1.46, -1.74], [0.28, -1.29, 1.16], [-1.83, 1.66, 0.39], [2.00, 1.15, 0.13], [0.87, 0.55, -1.22], [0.16, 0.55, 0.18], [0.74, -0.22, 0.04], [-0.26, -0.46, -0.17], [-0.86, 0.45, 0.94], [1.65, -1.50, -1.77], [-1.08, -0.77, 0.57], [0.75, -0.86, 0.35], [1.26, 0.72, 1.15], [-4.24, -2.92, -2.20], [3.22, -0.22, 1.28], [1.26, 3.69, 1.21], [0.03, 0.78, -1.79], [-0.54, 1.09, 1.29], [-0.43, 0.20, 0.87], [2.09, 1.03, 0.13], [0.59, -0.43, -0.65], [0.31, 0.32, -0.04], [-0.72, 0.44, 1.89], [0.30, -0.23, -0.61], [0.74, -0.27, -1.02], [-1.15, -0.41, -0.87], [0.19, -0.32, 1.79], [0.84, 0.22, 2.29], [0.28, -0.22, -2.60], [-0.23, 0.58, 2.25], [-0.68, -1.42, -0.54], [0.99, 0.87, -0.41], [1.20, -0.51, -0.08], [-0.64, -1.35, 0.40], [-1.22, -0.42, -0.37], [0.94, 1.11, -0.84], [-0.77, -1.14, -0.89], [-0.78, 0.93, -0.48], [0.13, 0.03, -1.55], [-0.68, -1.36, -0.21], [-0.95, 0.18, 1.15], [-1.18, 0.09, 0.95], [-0.73, 0.78, -1.15], [-0.24, -1.28, -0.15], [-0.58, 0.64, -1.41], [0.49, 0.31, -1.08], [-0.48, 1.64, 0.01], [-0.32, -0.29, 1.28], [0.53, -0.99, 0.77], [0.07, 0.47, -1.60], [0.06, -0.31, 1.41], [-1.38, 0.77, -0.28], [0.17, -0.74, -0.30], [-0.53, -1.41, -0.64], [-1.65, 0.45, 0.28], [0.88, -0.94, -0.19], [-1.39, -0.70, 0.04], [-0.72, 1.06, -0.95], [0.72, -0.25, 0.20], [0.44, 0.67, -0.98], [1.48, 0.51, -0.40], [0.73, 1.02, -0.68], [-1.30, -0.36, 0.48], [0.11, 0.67, 1.44], [0.10, -0.07, 0.06], [0.20, 0.25, 0.01], [0.05, 0.12, 0.11], [-0.02, -0.08, -0.07], [0.00, 0.08, 0.01], [0.06, -0.07, -0.08], [-0.17, 0.12, 0.04], [0.11, -0.12, -0.02], [-0.01, -0.12, 0.08], [-0.10, 0.13, 0.02], [0.36, 0.17, 0.18], [-0.03, -0.06, -0.27], [-0.06, -0.08, 0.02], [0.08, 0.03, -0.01], [-0.05, -0.07, 0.09], [0.12, -0.04, -0.09], [-0.18, 0.01, 0.10], [-0.13, -0.03, -0.07]], "smiles": "C=CC[C@@](F)(O[C@](CCOCC(F)(F)C(F)(F)C(F)(F)C(F)F)(COC)[C@H](O[C@@H](CCCS(=O)(=O)O)[C@H](I)[C@@H](C)I)[PH2]=S)[C@H](C)F.CCO.CCO", "relative_energy_ev": 6.518, "multiplicity": 1, "total_charge": 0}

Entry 3:
{"formula": "C28H49F9N3O8P2S", "method": "ωB97M-V/def2-TZVPD", "elements": ["C", "N", "C", "C", "O", "C", "C", "N", "C", "C", "P", "N", "C", "P", "C", "O", "C", "C", "C", "C", "C", "C", "F", "F", "C", "F", "F", "S", "F", "F", "F", "F", "F", "H", "H", "H", "H", "H", "H", "H", "H", "H", "H", "H", "H", "H", "H", "H", "H", "H", "H", "H", "H", "H", "H", "H", "H", "H", "H", "H", "H", "H", "H", "H", "O", "C", "O", "C", "C", "C", "H", "H", "H", "H", "H", "H", "O", "C", "O", "C", "C", "C", "H", "H", "H", "H", "H", "H", "O", "C", "O", "C", "C", "C", "H", "H", "H", "H", "H", "H"], "coordinates": [[0.164, -0.651, 6.720], [-0.761, -1.557, 6.024], [-1.858, -2.054, 6.871], [-0.069, -2.619, 5.368], [0.315, -3.630, 5.946], [0.176, -2.429, 3.876], [-1.108, -1.977, 3.186], [-2.000, -3.163, 3.045], [-3.420, -2.705, 2.863], [-3.474, -1.467, 1.938], [-5.138, -1.484, 1.114], [-5.111, -1.422, -0.451], [-2.266, -1.487, 0.970], [-2.141, -0.041, -0.249], [-3.479, 1.118, 0.279], [-2.611, -0.664, -1.694], [-0.953, -1.317, 1.808], [0.195, -1.874, 0.957], [1.563, -1.225, 1.126], [1.532, 0.310, 0.981], [1.390, 1.031, 2.327], [2.497, 2.039, 2.590], [3.570, 1.337, 3.095], [2.942, 2.653, 1.473], [2.146, 3.065, 3.716], [3.259, 3.460, 4.360], [1.358, 2.405, 4.620], [1.215, 4.613, 3.128], [-0.105, 4.220, 3.927], [0.643, 3.827, 1.873], [2.496, 5.040, 2.323], [1.719, 5.404, 4.403], [0.491, 5.910, 2.615], [0.284, 0.289, 6.189], [-0.213, -0.416, 7.707], [1.149, -1.090, 6.858], [-2.205, -3.010, 6.489], [-1.537, -2.197, 7.898], [-2.678, -1.346, 6.841], [0.969, -1.699, 3.786], [0.478, -3.395, 3.486], [-1.577, -1.265, 3.856], [-1.977, -3.750, 3.878], [-1.712, -3.727, 2.246], [-4.007, -3.532, 2.483], [-3.777, -2.437, 3.851], [-3.443, -0.602, 2.592], [-5.798, -0.401, 1.728], [-5.798, -2.637, 1.587], [-5.566, -2.241, -0.833], [-2.258, -2.434, 0.433], [-3.128, 2.105, 0.004], [-4.432, 0.907, -0.200], [-3.570, 1.110, 1.361], [-3.093, 0.017, -2.170], [-0.867, -0.249, 1.983], [0.284, -2.952, 1.119], [-0.082, -1.740, -0.084], [2.178, -1.611, 0.320], [2.081, -1.499, 2.042], [2.413, 0.609, 0.433], [0.685, 0.548, 0.352], [0.426, 1.528, 2.380], [1.438, 0.341, 3.162], [1.384, -0.350, -1.820], [2.257, -0.677, -2.575], [2.412, -1.953, -2.989], [3.594, -2.063, -3.814], [3.848, -0.654, -4.333], [3.329, 0.204, -3.181], [4.412, -2.434, -3.192], [3.402, -2.781, -4.607], [4.889, -0.473, -4.590], [3.245, -0.471, -5.224], [4.094, 0.389, -2.424], [2.907, 1.145, -3.521], [3.147, 3.079, -6.694], [2.548, 3.525, -5.765], [3.034, 3.479, -4.494], [2.057, 3.989, -3.571], [1.137, 4.871, -4.405], [1.175, 4.171, -5.762], [1.526, 3.141, -3.130], [2.570, 4.535, -2.783], [0.140, 4.966, -3.979], [1.560, 5.873, -4.495], [0.428, 3.379, -5.830], [1.067, 4.861, -6.593], [0.216, 0.789, -5.108], [-0.124, -0.227, -5.640], [0.561, -0.775, -6.665], [-0.135, -1.932, -7.168], [-1.023, -2.391, -6.018], [-1.345, -1.068, -5.324], [-0.710, -1.631, -8.046], [0.597, -2.678, -7.467], [-1.897, -2.947, -6.349], [-0.452, -3.030, -5.343], [-2.221, -0.580, -5.754], [-1.470, -1.170, -4.249]], "forces_ev_per_a": [[0.21, 0.38, -0.14], [-0.17, -0.43, -0.22], [0.38, 0.10, -0.12], [0.80, -1.31, 1.17], [-0.89, 1.33, -1.00], [-0.79, -0.22, 0.58], [1.22, 0.65, -0.18], [-0.83, 0.13, 0.19], [0.02, 0.47, -0.17], [-0.16, -0.94, 0.16], [-0.18, 0.18, -1.19], [-0.12, -0.21, 0.57], [-0.68, 0.78, 0.60], [0.84, 0.26, -0.03], [0.18, -0.42, -0.31], [0.08, 0.09, 0.36], [-0.60, -0.92, -0.48], [0.12, 0.27, 0.37], [0.27, 0.36, -0.30], [-0.19, -0.71, 0.36], [-0.02, 0.38, -0.44], [0.43, -0.58, 0.26], [-0.18, 0.21, -0.20], [-0.12, -0.04, 0.30], [0.07, -0.26, 0.62], [-0.71, -0.13, -0.55], [0.56, 0.43, -0.41], [-0.17, 0.31, 0.70], [0.05, -0.05, -0.09], [0.00, -0.04, -0.25], [0.16, 0.04, -0.09], [-0.03, 0.02, -0.12], [-0.02, -0.04, 0.02], [-0.01, 0.13, -0.14], [-0.17, -0.01, 0.14], [0.10, -0.16, 0.02], [-0.11, -0.15, 0.01], [-0.03, -0.15, 0.21], [-0.13, 0.15, 0.09], [0.13, 0.15, -0.26], [0.53, -0.01, -0.15], [-0.44, -0.18, 0.20], [0.26, -0.18, 0.02], [0.17, -0.03, -0.02], [0.07, -0.29, -0.05], [-0.10, -0.14, 0.21], [0.10, 0.31, -0.08], [0.10, -0.12, 0.26], [0.10, 0.17, 0.51], [0.03, 0.04, -0.32], [0.01, -0.05, -0.32], [-0.04, 0.25, -0.08], [-0.14, -0.01, 0.05], [-0.08, 0.09, 0.19], [-0.30, -0.10, -0.32], [0.35, 0.18, 0.07], [-0.08, -0.20, -0.03], [0.06, 0.00, -0.23], [0.10, -0.16, -0.12], [-0.04, -0.12, 0.19], [0.20, 0.26, 0.05], [-0.04, 0.26, -0.23], [-0.08, 0.15, 0.07], [0.01, -0.11, 0.19], [-0.22, -0.21, 0.03], [0.21, 0.36, -0.09], [-0.03, -0.08, -0.02], [0.16, 0.04, -0.16], [-0.03, 0.08, 0.02], [-0.07, -0.24, -0.39], [-0.02, 0.01, 0.03], [-0.12, -0.06, 0.07], [0.02, -0.04, 0.05], [0.00, 0.01, 0.00], [-0.03, 0.06, 0.03], [0.03, 0.06, 0.18], [0.21, -0.04, -0.03], [-0.33, -0.13, -0.14], [0.01, 0.02, 0.06], [-0.11, 0.05, 0.11], [-0.05, -0.01, -0.11], [0.07, 0.31, 0.37], [-0.03, 0.00, -0.03], [0.12, -0.06, -0.03], [0.00, -0.07, 0.02], [0.02, 0.00, 0.04], [0.05, -0.05, -0.08], [0.01, -0.16, -0.15], [0.23, 0.21, 0.12], [-0.27, 0.03, 0.00], [0.07, -0.07, 0.03], [-0.08, -0.15, -0.03], [-0.07, 0.05, 0.07], [0.21, -0.40, -0.05], [-0.01, 0.03, 0.01], [0.11, 0.10, -0.01], [0.00, 0.04, -0.06], [0.01, 0.00, -0.01], [-0.01, 0.05, 0.03], [-0.06, 0.19, 0.03]], "multiplicity": 1, "total_energy_ev": -104543.2967, "total_charge": 1}

Which formula does entry 2 have? C28H49F10I2O9PS2